1.
Entry from OMol25: an isolated molecule of C2H6N4O at a distorted geometry (ωB97M-V with the def2-TZVPD basis set).

Its HOMO-LUMO gap is 9.401 eV. The LUMO energy comes out at 0.01804 hartree.

ORCA input file:
```
! wB97M-V def2-TZVPD RIJCOSX def2/J DEFGRID3
* xyz 0 1
O -1.6384 0.4150 -2.2004
N 1.2535 -0.7817 1.0836
N -0.3226 0.7421 1.8788
N -1.5879 0.2611 -0.7606
N 0.5312 0.0504 -1.5260
C 0.1597 -0.0245 0.9198
C -0.1943 0.1806 -0.4601
H 1.3739 -1.2788 2.0723
H -2.2693 0.8833 -0.2839
H 0.1176 0.7651 2.8680
H 1.5573 -0.0311 -1.3506
H -0.6718 0.1640 -2.5785
H 1.6910 -1.3456 0.3375
*
```

=====

2.
Entry from OMol25: a structure of composition H26HeO13 at a distorted geometry (ωB97M-V with the def2-TZVPD basis set).

Its HOMO-LUMO gap is 10.977 eV. The LUMO energy comes out at 0.00617 hartree.

ORCA input file:
```
! wB97M-V def2-TZVPD RIJCOSX def2/J DEFGRID3
* xyz 0 1
O -1.4670 -1.1402 -2.8770
O 2.1433 0.0749 -1.2831
O -0.0880 4.6058 -0.2564
O 0.8152 1.8420 2.7536
O 1.7169 2.7960 -0.7395
O 1.0161 0.1198 -3.9024
O -1.7310 -2.6249 1.1509
O 1.6109 -1.3842 1.9737
O 0.0287 -2.7181 -0.8658
O -3.1556 0.5002 -1.0833
O 2.7842 -2.6400 -0.3997
O -0.9590 -1.1214 3.1660
O -2.2850 1.7788 1.2879
He -0.2057 0.2825 0.0772
H -1.0016 -1.6381 -2.2048
H -4.0441 0.3088 -0.7831
H 2.5697 -2.1966 0.4210
H -2.7270 0.8985 -0.3258
H 2.8442 -1.9352 -1.0446
H -1.0507 -2.6369 0.4777
H 0.7132 -1.2191 2.2621
H -1.9073 -3.5484 1.3306
H 1.9519 0.9571 -0.9647
H -2.5940 1.4071 2.1141
H -0.2235 -3.5553 -1.2552
H 0.2180 5.1671 0.4561
H 1.7821 2.7656 -1.6940
H 0.5069 3.8560 -0.2437
H 1.5966 -0.0228 -2.0627
H -2.8219 2.5611 1.1610
H -2.1833 -0.7135 -2.4068
H -0.0704 1.6487 2.4462
H 0.1961 0.0599 -3.4123
H 2.0584 -1.7078 2.7556
H 2.5737 3.1098 -0.4503
H -1.1402 -1.8445 2.5655
H -0.9939 -1.5179 4.0365
H 1.3744 1.2308 2.2742
H 0.9214 -2.8593 -0.5506
H 1.2272 1.0534 -3.9040
*
```

=====

3.
Entry from OMol25: a cluster of 8 separate species, C26H73N5O8 in total at a distorted geometry (ωB97M-V with the def2-TZVPD basis set).

Its HOMO-LUMO gap (spin up / spin down) is 1.750 / 8.921 eV. The LUMO energy (spin up / spin down) comes out at 0.08167 / 0.07978 hartree. As for the expectation value of S²: 0.75.

ORCA input file:
```
! wB97M-V def2-TZVPD RIJCOSX def2/J DEFGRID3
* xyz -1 2
O -5.9408 -1.2583 -2.2295
O 6.2666 1.4556 1.3175
O 2.7704 0.5662 1.8269
O -5.9799 1.9337 0.5273
O -0.5724 0.7874 -0.5231
O 1.7650 5.8480 -0.9511
O 1.7868 -2.8287 -2.3813
O 3.7210 -4.8650 1.9468
N -5.3071 -0.8604 0.6579
N 3.5019 3.1967 0.7696
N -8.7959 2.0702 1.3076
N 1.1820 -1.3570 0.4606
N 2.4807 -4.0807 -0.2971
C 0.8938 6.9638 -0.8420
C -9.3508 2.7668 -0.9251
C 2.1929 5.2251 0.2511
C -4.3356 -0.9328 -0.4265
C 7.2279 -0.5495 1.8954
C -8.2843 2.1101 -0.0419
C 3.1056 -2.4651 -2.0690
C -6.1576 -0.9856 -3.6270
C 3.8813 -4.4976 4.2245
C 3.1583 4.0971 -0.2971
C -4.6447 2.4199 0.7615
C -0.6941 0.2620 0.7547
C 3.5204 -3.7208 -1.2469
C -6.8908 2.8502 -0.0707
C -0.5143 -1.9650 2.0409
C 6.6158 0.2287 0.7177
C 1.2773 -2.1461 -3.5408
C -0.2925 -1.2115 0.7140
C 3.4319 -3.8994 2.9048
C -4.9210 -0.4361 -1.6697
C 4.2106 -2.6177 2.5257
C 2.6514 3.2603 -1.4967
C -0.9981 2.1863 -0.6198
C 3.7292 -4.9179 -2.1209
C 5.5179 -0.4609 -0.0088
C -3.8683 -2.4412 -0.5279
H 3.9888 -5.8726 -1.6635
H 4.0968 4.4597 -0.7164
H -1.1808 2.6273 -1.5997
H 1.2620 7.6752 -0.1027
H 5.8008 -1.4976 -0.1910
H -6.8913 3.8369 0.3924
H 0.4104 -2.6119 -4.0094
H -9.5187 1.3653 1.2803
H 1.2333 -0.9578 -0.4657
H 4.4023 -3.5504 -0.6295
H -4.0183 -0.4703 -2.2796
H -5.2588 -1.2623 -4.1782
H -0.2426 2.7890 -0.1157
H 7.4154 0.3532 -0.0126
H 5.3000 -2.5862 2.5438
H -0.3916 -3.0258 1.8225
H 7.4956 -1.5890 1.7059
H 3.1732 2.3162 -1.6537
H 6.6377 -0.5237 2.8114
H -3.5325 -2.6847 0.4801
H -4.1408 2.8767 -0.0902
H 3.6743 -5.5454 4.4421
H -6.9410 -1.6467 -3.9975
H 4.0096 -1.9056 3.3261
H 3.3707 -4.6126 1.0894
H 3.5044 -3.8220 4.9925
H -1.9179 2.3105 -0.0484
H -3.0750 -2.5340 -1.2697
H 3.9841 -2.1109 1.5877
H -4.5987 3.2105 1.5105
H 2.6191 0.8414 2.7312
H 1.9975 -2.0955 -4.3574
H 2.7465 5.9723 0.8197
H 1.3596 4.9027 0.8754
H 5.3177 -0.0537 -0.9999
H 3.7717 -2.3324 -2.9216
H 2.8338 2.4606 0.9482
H 5.8922 2.0475 0.6610
H -5.8605 -0.0200 0.5713
H -9.0241 2.7624 -1.9649
H -8.1260 1.6192 1.9141
H 8.1546 -0.1127 2.2677
H -0.9396 -1.7125 -0.0060
H 1.6516 -0.7263 1.0944
H -6.5228 2.9202 -1.0943
H 2.8262 -5.1575 -2.6824
H 4.5202 -0.4514 0.4301
H 0.6714 7.3489 -1.8371
H 1.1243 -1.0875 -3.3309
H 2.6864 3.7704 -2.4593
H -9.4631 3.8496 -0.8696
H -3.5333 -0.2258 -0.2157
H -4.0489 1.6382 1.2328
H -6.3331 0.0634 -3.8656
H 0.1665 -1.5384 2.7775
H -0.0718 0.7851 1.4808
H -1.5397 -1.9268 2.4086
H 3.0769 -1.5227 -1.5221
H 3.6425 0.9002 1.6171
H 2.3560 -3.7318 2.8549
H -0.0052 6.4877 -0.4505
H 1.5927 3.0757 -1.3143
H 1.6258 -4.2508 -0.8073
H 4.9585 -4.4647 4.3881
H 3.5145 3.7518 1.6133
H -1.6807 0.2656 1.2179
H -4.6292 -3.1803 -0.7788
H 2.2775 -3.2220 0.1943
H -10.2840 2.2037 -0.9404
H -8.1638 1.1032 -0.4416
H -5.9563 -1.6164 0.4927
H 4.5785 -4.7054 -2.7704
H -5.1719 0.6232 -1.6141
*
```

=====

Which DFT total energy belongs to each record? In order, -10176.0889; -27119.7776; -51970.8227 eV.
Which energy above the lowest of the compared OMol25 structures with the same formula, charge and spin belongs to each record? In order, 3.9727; 0.8928; 0.0000 eV.
Which molecular weight belongs to each record? In order, 102.10; 238.20; 583.90 g/mol.